2 unconnected molecules or ions with the total composition CH5NS2 in a non-equilibrium geometry. Source: OMol25; level of theory: ωB97M-V with the def2-TZVPD basis set.

For the electronic energy, the calculation gives -24276.03499 eV. For the gap between HOMO and LUMO, the calculation gives 7.35 eV. The largest force on an atom comes out at 0.074 hartree/bohr. For the highest occupied orbital energy, the calculation gives -8.0 eV. Its energy relative to the best compared isomer or geometry (same formula, charge and spin) is 222.0 kJ/mol. Its SMILES is [NH3+][S-].C=S.

CARTESIAN COORDINATES (ANGSTROEM)
C -1.530 1.307 -0.028
N 1.314 -1.121 0.071
S -1.902 -0.258 -0.033
S 1.843 0.715 -0.184
H -0.798 1.619 0.588
H -2.274 1.936 -0.491
H 1.490 -1.544 -0.794
H 1.553 -1.607 0.944
H 0.304 -1.045 -0.074

These are the Löwdin partial charges, in e, on atoms 1 to 6: atom 1 (C): -0.51, atom 2 (N): -0.28, atom 3 (S): 0.63, atom 4 (S): 0.18, atom 5 (H): -0.09, atom 6 (H): 0.00

2 unconnected molecules or ions with the total composition CH5O2P in a non-equilibrium geometry. Source: OMol25; level of theory: ωB97M-V with the def2-TZVPD basis set.

For the electronic energy, the calculation gives -14495.47089 eV. For the gap between HOMO and LUMO (alpha / beta), the calculation gives 9.22 / 6.67 eV. The largest force on an atom comes out at 0.070 hartree/bohr. For the highest occupied orbital energy (alpha / beta), the calculation gives -10.0 / -8.1 eV. Its energy relative to the best compared isomer or geometry (same formula, charge and spin) is 604.3 kJ/mol.

CARTESIAN COORDINATES (ANGSTROEM)
C 1.325 0.020 0.552
O -1.753 -0.238 0.067
O -3.191 -0.144 0.171
P 0.459 -1.590 0.081
H 0.697 0.710 1.175
H 1.600 0.623 -0.334
H 2.191 -0.221 1.034
H -3.557 0.441 -0.590
H 0.424 -1.234 -1.396

These are the Löwdin partial charges, in e, on atoms 1 to 6: atom 1 (C): -0.45, atom 2 (O): -0.25, atom 3 (O): -0.10, atom 4 (P): 0.76, atom 5 (H): 0.04, atom 6 (H): 0.03

A molecular structure, CH5O3P in a non-equilibrium geometry. Source: OMol25; level of theory: ωB97M-V with the def2-TZVPD basis set.

For the electronic energy, the calculation gives -16548.35513 eV. For the gap between HOMO and LUMO, the calculation gives 9.63 eV. The largest force on an atom comes out at 0.078 hartree/bohr. For the highest occupied orbital energy, the calculation gives -9.2 eV. Its energy relative to the best compared isomer or geometry (same formula, charge and spin) is 182.3 kJ/mol.

CARTESIAN COORDINATES (ANGSTROEM)
C -0.028 0.870 -1.503
O -1.227 -1.085 -0.198
O -0.093 0.128 1.892
O 1.339 -1.045 -0.005
P 0.011 -0.194 -0.293
H 0.861 1.348 -1.881
H -0.903 1.082 -2.058
H -1.603 -0.900 0.629
H 0.215 0.788 2.485
H 1.428 -0.992 0.932

These are the Löwdin partial charges, in e, on atoms 1 to 6: atom 1 (C): -0.17, atom 2 (O): -0.09, atom 3 (O): -0.34, atom 4 (O): -0.13, atom 5 (P): 0.68, atom 6 (H): 0.02

3 unconnected molecules or ions with the total composition CH5O4. Source: OMol25; level of theory: ωB97M-V with the def2-TZVPD basis set.

For the electronic energy, the calculation gives -9310.24594 eV. For the gap between HOMO and LUMO, the calculation gives 8.92 eV. The largest force on an atom comes out at 0.014 hartree/bohr. For the highest occupied orbital energy, the calculation gives -4.9 eV. Its energy relative to the best compared isomer or geometry (same formula, charge and spin) is 24.8 kJ/mol. Its total charge is -1.

CARTESIAN COORDINATES (ANGSTROEM)
O -0.855 0.682 -0.961
C -0.095 0.162 -0.121
O 1.157 0.129 -0.127
H -0.572 -0.382 0.730
H -2.513 -0.032 -0.991
H -3.592 -1.176 -1.015
O -3.274 -0.430 -0.493
H 2.550 -0.161 0.844
H 2.959 -0.373 2.335
O 3.313 -0.358 1.446

These are the Löwdin partial charges, in e, on atoms 1 to 6: atom 1 (O): -0.11, atom 2 (C): -0.61, atom 3 (O): -0.12, atom 4 (H): 0.11, atom 5 (H): 0.00, atom 6 (H): 0.01

CH5P in the gas phase in a non-equilibrium geometry. Source: OMol25; level of theory: ωB97M-V with the def2-TZVPD basis set.

For the electronic energy, the calculation gives -10405.91149 eV. For the gap between HOMO and LUMO, the calculation gives 10.49 eV. The largest force on an atom comes out at 0.053 hartree/bohr. For the highest occupied orbital energy, the calculation gives -9.4 eV. Its energy relative to the best compared isomer or geometry (same formula, charge and spin) is 8.5 kJ/mol. Its SMILES is CP.

CARTESIAN COORDINATES (ANGSTROEM)
C 0.721 0.354 -0.109
P -1.163 0.069 -0.132
H 0.878 1.074 -0.871
H 1.375 -0.536 -0.146
H 0.735 0.862 0.894
H -1.394 -0.567 1.189
H -1.151 -1.258 -0.824

These are the Löwdin partial charges, in e, on atoms 1 to 6: atom 1 (C): -0.43, atom 2 (P): 0.65, atom 3 (H): -0.02, atom 4 (H): 0.03, atom 5 (H): 0.02, atom 6 (H): -0.12

2 unconnected molecules or ions with the total composition CH5PS in a non-equilibrium geometry. Source: OMol25; level of theory: ωB97M-V with the def2-TZVPD basis set.

For the electronic energy, the calculation gives -21239.88625 eV. For the gap between HOMO and LUMO, the calculation gives 8.50 eV. The largest force on an atom comes out at 0.044 hartree/bohr. For the highest occupied orbital energy, the calculation gives -9.0 eV. Its energy relative to the best compared isomer or geometry (same formula, charge and spin) is 186.7 kJ/mol. Its SMILES is C=S.P.

CARTESIAN COORDINATES (ANGSTROEM)
C -0.185 1.881 0.425
P -0.424 -2.119 -0.209
S 1.074 1.727 -0.543
H -1.006 1.206 0.327
H -0.369 2.644 1.113
H 0.325 -1.073 0.676
H 0.745 -2.945 -0.458
H -0.160 -1.320 -1.330

These are the Löwdin partial charges, in e, on atoms 1 to 6: atom 1 (C): -0.59, atom 2 (P): 0.55, atom 3 (S): 0.61, atom 4 (H): -0.02, atom 5 (H): -0.02, atom 6 (H): -0.13

2 unconnected molecules or ions with the total composition CH5S2 in a non-equilibrium geometry. Source: OMol25; level of theory: ωB97M-V with the def2-TZVPD basis set.

For the electronic energy, the calculation gives -22789.27367 eV. For the gap between HOMO and LUMO, the calculation gives 6.78 eV. The largest force on an atom comes out at 0.027 hartree/bohr. For the highest occupied orbital energy, the calculation gives -2.9 eV. Its energy relative to the best compared isomer or geometry (same formula, charge and spin) is 32.4 kJ/mol. Its total charge is -1.

CARTESIAN COORDINATES (ANGSTROEM)
S 1.584 0.693 1.037
H 1.937 1.876 0.575
C -1.850 -1.003 0.086
S -0.707 -0.267 -1.155
H -2.844 -0.600 -0.084
H -1.891 -2.089 -0.042
H -1.464 -0.773 1.077
H 0.607 -0.177 -0.404

These are the Löwdin partial charges, in e, on atoms 1 to 6: atom 1 (S): -0.10, atom 2 (H): -0.42, atom 3 (C): -0.54, atom 4 (S): 0.36, atom 5 (H): -0.01, atom 6 (H): 0.00

2 unconnected molecules or ions with the total composition CH5S2 in a non-equilibrium geometry. Source: OMol25; level of theory: ωB97M-V with the def2-TZVPD basis set.

For the electronic energy, the calculation gives -22789.02319 eV. For the gap between HOMO and LUMO, the calculation gives 6.20 eV. The largest force on an atom comes out at 0.064 hartree/bohr. For the highest occupied orbital energy, the calculation gives -2.5 eV. Its energy relative to the best compared isomer or geometry (same formula, charge and spin) is 56.5 kJ/mol. Its total charge is -1.

CARTESIAN COORDINATES (ANGSTROEM)
S -2.309 1.145 -0.012
H -1.369 0.181 0.581
C 1.079 -0.633 -0.076
S -0.092 -1.752 0.545
H 0.741 0.310 -0.524
H 1.836 -0.350 0.703
H 1.695 -1.115 -0.912
H -1.582 2.214 -0.305

These are the Löwdin partial charges, in e, on atoms 1 to 6: atom 1 (S): 0.30, atom 2 (H): -0.25, atom 3 (C): -0.84, atom 4 (S): 0.12, atom 5 (H): -0.03, atom 6 (H): -0.01

2 unconnected molecules or ions with the total composition CH5S3. Source: OMol25; level of theory: ωB97M-V with the def2-TZVPD basis set.

For the electronic energy, the calculation gives -33625.22476 eV. For the gap between HOMO and LUMO, the calculation gives 6.24 eV. The largest force on an atom comes out at 0.016 hartree/bohr. For the highest occupied orbital energy, the calculation gives -2.6 eV. Its energy relative to the best compared isomer or geometry (same formula, charge and spin) is 7.6 kJ/mol. Its total charge is -1.

CARTESIAN COORDINATES (ANGSTROEM)
S -3.022 0.883 0.220
H -2.914 0.543 -1.063
C 1.459 -1.015 0.069
S 1.136 0.420 1.150
S 0.296 1.792 -0.159
H 1.704 -0.614 -0.914
H 0.582 -1.655 0.021
H 2.365 -1.488 0.444
H -1.606 1.135 0.232

These are the Löwdin partial charges, in e, on atoms 1 to 6: atom 1 (S): 0.26, atom 2 (H): -0.27, atom 3 (C): -0.55, atom 4 (S): 0.11, atom 5 (S): -0.20, atom 6 (H): -0.01

2 unconnected molecules or ions with the total composition CH5S3 in a non-equilibrium geometry. Source: OMol25; level of theory: ωB97M-V with the def2-TZVPD basis set.

For the electronic energy, the calculation gives -33624.87736 eV. For the gap between HOMO and LUMO, the calculation gives 6.06 eV. The largest force on an atom comes out at 0.054 hartree/bohr. For the highest occupied orbital energy, the calculation gives -2.5 eV. Its energy relative to the best compared isomer or geometry (same formula, charge and spin) is 41.1 kJ/mol. Its total charge is -1.

CARTESIAN COORDINATES (ANGSTROEM)
S -2.814 -0.048 -1.809
H -2.115 0.477 -2.833
C 1.652 -0.601 1.015
S 0.986 0.993 0.280
S -0.990 0.920 1.097
H 0.823 -1.167 1.399
H 2.447 -0.224 1.649
H 2.101 -1.043 0.120
H -2.090 0.692 -0.918

These are the Löwdin partial charges, in e, on atoms 1 to 6: atom 1 (S): 0.34, atom 2 (H): -0.25, atom 3 (C): -0.51, atom 4 (S): 0.09, atom 5 (S): -0.27, atom 6 (H): -0.02

2 unconnected molecules or ions with the total composition CH6BN in a non-equilibrium geometry. Source: OMol25; level of theory: ωB97M-V with the def2-TZVPD basis set.

For the electronic energy, the calculation gives -3298.93985 eV. For the gap between HOMO and LUMO, the calculation gives 10.88 eV. The largest force on an atom comes out at 0.129 hartree/bohr. For the highest occupied orbital energy, the calculation gives -10.5 eV. Its energy relative to the best compared isomer or geometry (same formula, charge and spin) is 290.4 kJ/mol. Its SMILES is [H]/N=B/C.[H][H].

CARTESIAN COORDINATES (ANGSTROEM)
B 0.631 -0.677 0.376
C -0.775 -0.356 -0.447
N 1.624 -1.440 0.348
H -0.230 2.553 -0.098
H -1.462 -1.102 -0.302
H -0.653 -0.238 -1.438
H -1.250 0.716 -0.196
H -0.037 2.272 0.562
H 2.152 -1.728 1.196

These are the Löwdin partial charges, in e, on atoms 1 to 6: atom 1 (B): -0.26, atom 2 (C): -0.07, atom 3 (N): 0.15, atom 4 (H): 0.05, atom 5 (H): 0.00, atom 6 (H): 0.00

2 unconnected molecules or ions with the total composition CH6BNO2 in a non-equilibrium geometry. Source: OMol25; level of theory: ωB97M-V with the def2-TZVPD basis set.

For the electronic energy, the calculation gives -7394.90080 eV. For the gap between HOMO and LUMO, the calculation gives 8.89 eV. The largest force on an atom comes out at 0.066 hartree/bohr. For the highest occupied orbital energy, the calculation gives -8.7 eV. Its energy relative to the best compared isomer or geometry (same formula, charge and spin) is 211.5 kJ/mol.

CARTESIAN COORDINATES (ANGSTROEM)
B 1.194 -0.050 -0.046
C -1.323 0.608 -0.666
N -0.108 -0.261 -0.467
O 2.215 -2.303 0.067
O 1.987 0.852 0.499
H -1.287 1.120 -1.620
H -2.193 0.012 -0.610
H -1.346 1.336 0.103
H -0.106 -1.259 -0.737
H 1.285 -2.523 0.127
H 2.835 0.716 0.961

These are the Löwdin partial charges, in e, on atoms 1 to 6: atom 1 (B): -0.29, atom 2 (C): -0.03, atom 3 (N): 0.07, atom 4 (O): -0.34, atom 5 (O): 0.21, atom 6 (H): 0.08